This record from OMol25 describes C35H41ClN2OPS2Tc as an isolated structure in a non-equilibrium geometry. The level of theory is ωB97M-V/def2-TZVPD.

Output
E_tot (eV): -87660.001
ΔE to the lowest compared entry with this formula, charge and spin (kcal/mol): 43.4
Frontier orbital gap (alpha / beta) (eV): 6.9 / 5.7
Net charge: +1
LUMO level (alpha / beta) (eV): -2.77 / -3.98
Spin multiplicity: 4
Molar mass (g mol⁻¹): 734.3
Highest occupied orbital energy (alpha / beta) (Eh): -0.3556 / -0.3562

Last column: Mulliken spin population.
CARTESIAN COORDINATES (ANGSTROEM)
Tc (-8.48298, -16.46219, 1.60763)  2.52
N (-11.71147, -14.01228, 0.81320)  0.00
C (-12.63158, -14.84397, 0.24797)  0.00
C (-13.78833, -14.32705, -0.45813)  0.00
C (-14.74361, -15.13452, -0.98557)  0.00
C (-14.58435, -16.48043, -0.91888)  0.00
C (-13.53063, -17.03672, -0.24860)  0.00
C (-12.53842, -16.26805, 0.42179)  0.01
P (-11.26495, -16.97055, 1.56657)  -0.02
C (-11.97208, -16.53823, 3.19424)  -0.03
C (-13.07126, -15.67817, 3.32673)  0.00
C (-13.59331, -15.37124, 4.59418)  0.00
C (-13.02292, -15.83982, 5.75132)  0.00
C (-11.87565, -16.63152, 5.66655)  0.00
C (-11.39008, -16.96362, 4.43757)  0.01
C (-11.35399, -18.73747, 1.22990)  -0.02
C (-11.05975, -19.13644, -0.11662)  0.02
C (-11.22626, -20.42336, -0.59219)  -0.01
C (-11.69881, -21.34769, 0.28827)  0.00
C (-11.76574, -21.07097, 1.66750)  0.00
C (-11.69656, -19.74885, 2.12273)  0.00
H (-11.24703, -14.24259, 1.69173)  -0.01
H (-11.85264, -13.01706, 0.60874)  0.00
H (-13.86992, -13.23143, -0.58346)  0.00
H (-15.58378, -14.64574, -1.46960)  0.00
H (-15.33293, -17.12982, -1.31128)  0.00
H (-13.52159, -18.11835, -0.16693)  0.00
H (-13.54818, -15.24426, 2.45226)  0.00
H (-14.55209, -14.88919, 4.69854)  0.00
H (-13.43117, -15.47942, 6.71522)  0.00
H (-11.21864, -16.87153, 6.49452)  0.00
H (-10.57868, -17.71350, 4.38638)  0.00
H (-10.86465, -18.37209, -0.83812)  0.02
H (-10.86538, -20.64610, -1.61361)  0.00
H (-12.12450, -22.26249, -0.04328)  0.00
H (-11.97468, -21.85501, 2.42222)  0.00
H (-11.91103, -19.54926, 3.16062)  0.00
C (-6.76493, -15.75980, -2.51574)  0.00
C (-7.08768, -15.98283, -1.06887)  0.11
S (-8.62866, -16.66101, -0.62733)  0.13
C (-6.06927, -15.89513, -0.11222)  0.09
C (-4.72765, -15.37164, -0.46279)  -0.01
S (-6.27143, -16.11040, 1.63947)  0.20
H (-6.27470, -16.60068, -2.93956)  0.01
H (-6.14917, -14.86359, -2.71331)  0.00
H (-7.75076, -15.63954, -2.99864)  0.00
H (-4.16000, -15.08136, 0.43145)  0.01
H (-4.78545, -14.49559, -1.12154)  0.00
H (-4.15826, -16.14314, -1.08167)  0.01
C (-7.67424, -15.15652, 4.89135)  0.00
O (-8.63475, -15.84385, 4.06734)  -0.02
H (-7.09297, -14.43453, 4.30755)  0.00
H (-6.94482, -15.81806, 5.40798)  0.00
H (-8.17106, -14.61979, 5.76100)  0.00
H (-9.49496, -15.91437, 4.48847)  0.00
C (-10.02395, -11.23939, 2.03913)  0.00
C (-8.62008, -11.75588, 1.64399)  0.00
C (-8.21506, -10.95209, 0.40148)  0.00
C (-7.61803, -11.60947, 2.88860)  0.00
C (-8.78894, -13.22528, 1.35625)  0.01
N (-8.89246, -14.35585, 1.62361)  -0.01
H (-10.01466, -10.25035, 2.55007)  0.00
H (-10.49436, -11.96404, 2.67053)  0.00
H (-10.62971, -11.12735, 1.14669)  0.00
H (-8.07177, -9.87892, 0.60019)  0.00
H (-8.86047, -11.07481, -0.47425)  0.00
H (-7.27840, -11.35648, 0.02318)  0.00
H (-7.54403, -10.59840, 3.02271)  0.00
H (-6.69547, -12.14839, 2.59550)  0.00
H (-8.09461, -12.02683, 3.73004)  0.00
Cl (-4.31611, -21.47573, 5.04592)  0.00
C (-5.06789, -20.31174, 4.16449)  -0.01
C (-5.11230, -20.28839, 2.74035)  0.00
C (-6.10506, -19.63035, 2.09638)  -0.01
C (-7.20372, -19.04963, 2.86912)  0.00
C (-8.33368, -18.45223, 2.21160)  0.00
C (-6.97890, -18.80940, 4.21755)  0.00
C (-5.88748, -19.38417, 4.88760)  0.01
H (-4.30199, -20.76532, 2.19604)  0.00
H (-6.07539, -19.51903, 1.05168)  0.00
H (-9.34320, -18.61052, 2.63257)  -0.02
H (-8.34657, -18.82474, 1.17047)  0.01
H (-7.68925, -18.26211, 4.86453)  0.00
H (-5.57493, -19.13588, 5.92477)  0.00

Cartesian forces, eV/Å:
Tc -2.1 -0.1 2.0
N 0.2 1.4 -0.1
C -1.6 -1.6 -0.4
C 2.3 1.1 1.0
C -0.2 1.4 -0.5
C -0.3 -1.2 0.1
C 1.0 -0.3 1.2
C -0.4 1.1 -0.7
P 0.2 0.6 -0.6
C -0.4 0.1 1.6
C 0.0 -0.2 0.0
C -0.3 -0.6 -0.4
C 0.3 0.5 1.0
C 0.3 0.8 0.4
C 0.5 -1.3 -2.3
C -0.4 -1.1 -1.3
C -0.4 1.0 1.1
C 0.9 1.0 -0.5
C -0.3 -0.8 1.9
C -0.8 0.2 0.0
C 0.5 -0.4 -0.3
H -0.4 0.1 -0.6
H 0.2 -0.8 0.5
H 0.1 -0.7 0.2
H 0.0 -0.3 0.0
H -0.3 -0.4 -0.3
H 0.2 0.1 0.0
H 0.0 -0.3 0.1
H 0.1 0.5 -0.3
H 0.3 -0.6 -0.6
H -0.6 -0.3 0.4
H -0.2 0.6 0.1
H 0.5 0.4 -0.3
H -0.9 0.0 0.6
H 0.4 -1.0 -0.3
H -0.1 0.5 -0.8
H 0.1 0.1 0.2
C -1.5 1.2 0.1
C 2.6 -0.4 2.0
S 0.2 -0.2 -0.6
C -1.6 0.9 -0.6
C 1.3 -0.5 -1.2
S 0.5 -0.4 -1.1
H 0.5 -0.9 -0.4
H -0.4 -0.4 0.2
H 0.6 0.0 -0.3
H 0.0 -0.3 -0.4
H -0.1 -0.1 0.2
H -0.5 0.9 1.0
C 0.0 0.5 1.7
O 1.0 0.0 -0.5
H -0.4 -0.2 -0.1
H -0.5 -0.1 -0.7
H 0.3 -0.4 -1.3
H -0.1 0.1 0.2
C 0.1 0.4 0.1
C -0.7 0.7 0.0
C 1.2 -0.5 -0.5
C -0.7 -2.7 -3.4
C 0.3 -1.0 2.0
N 0.3 2.7 -1.5
H 0.3 -0.7 -0.3
H -0.5 -0.2 0.7
H -0.1 0.0 -0.1
H -0.2 -0.5 0.2
H -0.5 0.0 0.5
H 0.4 0.2 0.1
H 0.8 2.6 0.4
H -0.3 0.6 0.6
H -0.4 -0.7 1.1
Cl 1.9 -1.6 1.0
C -2.7 2.9 -0.9
C 1.1 -0.6 1.5
C -2.2 1.0 2.1
C 2.5 0.2 0.0
C -1.3 0.1 -2.0
C 0.3 -0.5 1.3
C 1.1 -0.8 -0.9
H -0.2 -0.2 0.0
H -0.3 -0.1 -1.2
H 0.7 -0.3 0.2
H -0.5 -0.3 0.3
H 0.3 -0.1 -0.8
H -0.8 -0.5 -0.7